Computed, not measured: 10 unconnected molecules or ions with the total composition C42H51ClF27NO21P at a distorted geometry, with the ωB97M-V functional and the def2-TZVPD basis.

Summary:
- Kohn-Sham gap: 6.9 eV
- Charge: +1
- Multiplicity: 1
- LUMO energy: -5.27 eV

```
144
Properties=species:S:1:pos:R:3:lowdin_charge:R:1
O 6.876 -2.505 4.306 0.187
C 5.867 -1.886 4.268 -0.470
O 4.671 -2.385 3.880 0.126
C 5.827 -0.418 4.630 -0.073
C 6.530 0.058 5.722 0.077
C 6.443 1.412 6.023 0.023
N 5.722 2.237 5.257 0.104
C 5.037 1.805 4.189 -0.343
P 4.041 2.957 3.110 0.627
O 2.549 2.393 3.406 -0.314
Cl 4.238 4.673 4.211 0.363
C 5.070 0.450 3.850 0.020
H 3.975 -1.867 4.305 0.131
H 7.133 -0.599 6.324 0.145
H 6.957 1.832 6.869 0.135
H 5.647 3.233 5.472 0.078
H 2.540 1.684 4.060 0.065
H 4.516 0.081 3.001 0.136
C 11.017 5.883 6.924 -0.050
C 10.407 4.608 7.459 -0.176
O 9.020 4.812 7.840 0.051
C 8.131 4.752 6.879 -0.423
O 8.314 4.530 5.715 0.157
C 6.721 4.951 7.460 -0.539
F 6.662 5.931 8.341 0.211
F 6.313 3.812 8.067 0.145
F 5.848 5.210 6.475 0.085
H 10.908 6.691 7.647 0.089
H 12.075 5.733 6.720 0.090
H 10.528 6.197 6.001 0.082
H 10.910 4.293 8.370 0.130
H 10.477 3.793 6.741 0.125
C 5.994 -4.287 2.144 -0.053
C 6.379 -4.413 0.686 -0.180
O 6.367 -5.787 0.251 0.047
C 5.152 -6.234 -0.034 -0.394
O 4.144 -5.604 0.092 0.156
C 5.218 -7.668 -0.582 -0.546
F 6.055 -8.422 0.147 0.153
F 5.649 -7.647 -1.847 0.174
F 4.023 -8.240 -0.562 0.185
H 6.648 -4.907 2.759 0.099
H 6.049 -3.281 2.504 0.028
H 4.974 -4.639 2.293 0.086
H 7.392 -4.055 0.515 0.130
H 5.713 -3.828 0.053 0.124
C -0.162 -3.917 -0.914 -0.049
C 1.198 -3.258 -0.931 -0.180
O 1.091 -1.820 -0.793 0.043
C 0.980 -1.355 0.434 -0.414
O 0.968 -1.982 1.454 0.160
C 0.922 0.183 0.398 -0.550
F 0.106 0.620 -0.560 0.175
F 2.147 0.686 0.167 0.150
F 0.501 0.669 1.564 0.160
H -0.805 -3.486 -1.682 0.081
H -0.062 -4.985 -1.096 0.089
H -0.656 -3.773 0.047 0.080
H 1.688 -3.421 -1.888 0.129
H 1.850 -3.656 -0.155 0.117
C -3.881 1.283 -0.850 -0.052
C -3.690 1.234 -2.350 -0.185
O -3.766 -0.123 -2.838 0.038
C -4.981 -0.602 -3.040 -0.396
O -6.015 -0.032 -2.857 0.165
C -4.885 -2.032 -3.599 -0.544
F -3.974 -2.755 -2.939 0.165
F -4.526 -1.997 -4.891 0.163
F -6.051 -2.658 -3.509 0.180
H -3.165 0.625 -0.355 0.077
H -3.739 2.299 -0.484 0.086
H -4.880 0.951 -0.569 0.075
H -2.696 1.583 -2.622 0.125
H -4.413 1.860 -2.869 0.127
C -9.841 0.832 -2.040 -0.051
C -8.699 1.146 -1.100 -0.195
O -8.935 2.380 -0.386 0.030
C -9.708 2.300 0.685 -0.406
O -10.235 1.323 1.124 0.178
C -9.801 3.686 1.345 -0.546
F -9.989 4.649 0.432 0.155
F -8.665 3.965 2.002 0.163
F -10.797 3.740 2.218 0.182
H -10.018 1.668 -2.717 0.084
H -9.609 -0.055 -2.627 0.084
H -10.765 0.653 -1.490 0.080
H -7.782 1.303 -1.661 0.102
H -8.524 0.334 -0.396 0.128
C -9.491 6.996 -2.177 -0.052
C -8.202 7.035 -1.385 -0.184
O -7.064 6.791 -2.242 0.034
C -6.603 7.831 -2.918 -0.431
O -7.047 8.939 -2.881 0.163
C -5.370 7.409 -3.739 -0.550
F -5.570 6.239 -4.350 0.170
F -4.303 7.274 -2.932 0.153
F -5.082 8.320 -4.658 0.183
H -9.575 6.054 -2.719 0.085
H -10.347 7.098 -1.512 0.085
H -9.524 7.801 -2.911 0.080
H -8.188 6.241 -0.644 0.114
H -8.081 7.979 -0.857 0.121
C 7.593 -10.305 -1.610 -0.061
C 8.111 -11.217 -0.521 -0.189
O 8.137 -12.590 -0.953 0.036
C 9.194 -12.952 -1.666 -0.402
O 10.116 -12.261 -1.981 0.172
C 9.096 -14.449 -2.011 -0.553
F 7.865 -14.775 -2.415 0.169
F 9.389 -15.184 -0.930 0.169
F 9.951 -14.764 -2.976 0.178
H 6.614 -10.640 -1.955 0.092
H 7.516 -9.294 -1.247 0.050
H 8.261 -10.307 -2.472 0.086
H 7.446 -11.197 0.341 0.124
H 9.101 -10.914 -0.182 0.127
C -5.174 -3.406 -7.978 -0.054
C -4.498 -4.430 -7.092 -0.203
O -4.502 -5.731 -7.711 0.036
C -3.541 -5.955 -8.594 -0.402
O -2.680 -5.195 -8.924 0.172
C -3.655 -7.395 -9.127 -0.553
F -4.921 -7.709 -9.413 0.170
F -3.209 -8.257 -8.203 0.167
F -2.926 -7.546 -10.226 0.177
H -6.180 -3.735 -8.239 0.086
H -5.238 -2.447 -7.466 0.072
H -4.621 -3.267 -8.906 0.081
H -5.047 -4.547 -6.160 0.119
H -3.480 -4.135 -6.841 0.124
C -5.210 9.595 -0.499 -0.041
C -4.405 9.061 0.665 -0.183
O -4.361 10.005 1.752 0.037
C -5.410 10.002 2.560 -0.402
O -6.376 9.304 2.476 0.171
C -5.195 11.023 3.692 -0.552
F -4.708 12.174 3.222 0.170
F -4.320 10.533 4.583 0.164
F -6.336 11.274 4.320 0.179
H -4.824 10.562 -0.821 0.099
H -5.162 8.911 -1.332 0.046
H -6.254 9.738 -0.223 0.083
H -3.369 8.904 0.371 0.126
H -4.795 8.106 1.017 0.126
```

=====

Computed, not measured: a molecular structure, C42H51ClF3N8O3PtS at a distorted geometry, with the ωB97M-V functional and the def2-TZVPD basis.

Summary:
- Kohn-Sham gap: 7.9 eV
- Charge: +3
- Multiplicity: 1
- LUMO energy: -7.78 eV

```
110
Properties=species:S:1:pos:R:3:lowdin_charge:R:1
Pt -1.507 1.786 1.840 1.188
C -2.231 6.055 1.228 0.052
C -2.259 4.609 0.858 -0.449
O -1.537 3.809 1.504 -0.140
N -3.031 4.234 -0.156 0.134
C -3.149 2.871 -0.666 -0.125
C -4.034 2.030 0.214 -0.242
C -5.379 1.867 -0.061 0.027
C -6.182 1.167 0.827 0.012
C -5.607 0.652 1.978 0.000
C -4.256 0.831 2.187 -0.099
N -3.472 1.496 1.315 -0.070
H -1.260 6.297 1.652 0.106
H -2.991 6.237 1.991 0.115
H -2.438 6.702 0.377 0.101
H -3.584 4.952 -0.602 0.170
H -2.156 2.424 -0.739 0.067
H -3.568 2.933 -1.667 0.148
H -5.795 2.296 -0.962 0.138
H -7.237 1.036 0.629 0.137
H -6.192 0.117 2.713 0.132
H -3.771 0.446 3.072 0.120
C 5.211 -0.756 -3.274 -0.047
C 5.191 -0.761 -1.754 -0.148
N 3.846 -1.069 -1.196 -0.068
C 3.553 -2.431 -0.723 -0.172
C 3.182 -3.379 -1.850 -0.044
C 2.922 -0.158 -1.196 -0.480
S 1.280 -0.407 -0.626 1.194
N 3.108 1.108 -1.617 0.204
C 2.021 1.807 -1.502 -0.366
O 0.942 1.191 -0.965 -0.360
C 1.870 3.193 -1.890 -0.206
C 0.624 3.822 -1.830 -0.100
C 0.501 5.132 -2.248 -0.053
C 1.617 5.819 -2.717 -0.025
C 2.857 5.197 -2.773 -0.029
C 2.989 3.882 -2.365 0.014
H 6.220 -0.526 -3.613 0.096
H 4.539 0.003 -3.672 0.075
H 4.933 -1.724 -3.687 0.073
H 5.490 0.209 -1.360 0.125
H 5.862 -1.514 -1.346 0.131
H 2.755 -2.364 0.027 0.094
H 4.440 -2.781 -0.197 0.139
H 2.313 -3.018 -2.399 0.084
H 2.958 -4.363 -1.437 0.063
H 4.007 -3.503 -2.548 0.089
H -0.237 3.270 -1.476 0.076
H -0.462 5.624 -2.231 0.110
H 1.517 6.844 -3.049 0.124
H 3.718 5.736 -3.145 0.125
H 3.946 3.381 -2.415 0.126
C 0.757 -5.043 1.739 -0.033
C -0.096 -5.291 0.487 -0.512
C -0.964 -6.537 0.707 -0.024
C 0.860 -5.577 -0.678 -0.030
C -0.978 -4.035 0.179 -0.404
O -0.150 -2.892 -0.075 -0.081
C -1.932 -4.271 -1.003 -0.101
C -2.778 -3.079 -1.467 -0.111
C -2.075 -1.877 -2.049 -0.211
C -1.071 -2.004 -3.007 -0.023
C -0.452 -0.890 -3.554 -0.089
C -0.839 0.376 -3.140 -0.626
Cl -0.008 1.775 -3.746 0.861
C -1.871 0.534 -2.234 -0.100
C -2.479 -0.593 -1.698 -0.040
C -1.851 -3.629 1.396 -0.005
N -1.495 -2.318 1.920 -0.070
C -1.915 -1.155 1.468 -0.118
N -1.281 -0.184 2.126 -0.103
C -0.471 -0.853 3.005 -0.149
N -0.570 -2.147 2.885 0.183
H 1.526 -5.812 1.809 0.098
H 0.178 -5.096 2.662 0.087
H 1.250 -4.072 1.706 0.073
H -0.340 -7.345 1.090 0.104
H -1.420 -6.892 -0.217 0.093
H -1.759 -6.380 1.440 0.092
H 1.448 -6.464 -0.445 0.111
H 1.583 -4.768 -0.829 0.031
H 0.350 -5.777 -1.620 0.096
H 0.409 -3.120 -0.826 0.058
H -2.628 -5.062 -0.718 0.133
H -1.371 -4.669 -1.849 0.115
H -3.435 -2.740 -0.658 0.103
H -3.459 -3.464 -2.232 0.143
H -0.772 -2.986 -3.353 0.129
H 0.314 -0.998 -4.310 0.121
H -2.200 1.531 -1.970 0.053
H -3.317 -0.466 -1.018 0.102
H -1.788 -4.327 2.224 0.134
H -2.896 -3.565 1.095 0.134
H -2.618 -1.033 0.663 0.109
H 0.180 -0.371 3.714 0.126
F 3.904 2.826 5.952 0.187
C 3.773 3.566 4.850 -0.599
F 4.879 3.436 4.116 0.171
F 3.642 4.842 5.207 0.182
C 2.552 3.105 4.072 -0.054
C 1.287 3.521 4.456 0.059
C 0.196 3.068 3.746 -0.084
N 0.313 2.226 2.697 -0.116
C 1.539 1.827 2.340 -0.094
C 2.679 2.242 2.998 0.053
H 1.144 4.192 5.291 0.147
H -0.802 3.378 4.014 0.119
H 1.598 1.133 1.514 0.070
H 3.648 1.895 2.670 0.138
```

=====

Computed, not measured: 2 unconnected molecules or ions with the total composition C42H51F5N6O5S3 at a distorted geometry, with the ωB97M-V functional and the def2-TZVPD basis.

Summary:
- Kohn-Sham gap: 3.7 eV
- Charge: +2
- Multiplicity: 1
- LUMO energy: -7.55 eV

```
112
Properties=species:S:1:pos:R:3:lowdin_charge:R:1
C -3.811 3.826 -2.361 -0.107
C -5.337 3.992 -2.362 -0.238
C -6.104 2.729 -1.879 -0.168
C -5.945 2.634 -0.349 -0.174
N -5.914 1.259 0.209 0.030
C -4.638 0.763 0.546 -0.147
C -3.995 -0.105 -0.344 -0.080
C -4.549 -0.536 -1.698 -0.100
C -3.693 0.050 -2.880 -0.158
C -4.478 0.278 -4.197 -0.100
C -5.382 -0.931 -4.484 -0.511
O -4.892 -1.952 -4.912 0.104
O -6.709 -0.787 -4.251 0.124
C -2.753 -0.615 -0.004 -0.224
N -2.084 -1.537 -0.903 0.116
C -1.088 -1.114 -1.457 -0.787
S 0.235 -0.508 -2.059 0.736
C -2.180 -0.239 1.179 -0.356
C -2.790 0.615 2.069 -0.176
C -4.051 1.113 1.776 0.034
C -4.831 2.018 2.723 -0.346
F -4.242 2.214 3.907 0.104
F -4.997 3.260 2.181 0.110
C -6.309 1.502 3.058 -0.529
F -7.232 2.215 2.419 0.162
F -6.546 1.682 4.365 0.160
F -6.448 0.196 2.814 0.165
N -2.116 0.929 3.287 0.046
C -0.754 1.319 3.116 -0.279
C -0.265 2.477 3.709 -0.424
S -1.395 3.479 4.669 0.870
C 1.089 2.827 3.559 -0.232
N 1.568 4.031 4.171 -0.001
C 1.165 5.269 3.436 -0.242
C 0.798 5.043 1.960 -0.082
C 1.958 2.044 2.829 -0.188
O 3.287 2.299 2.612 -0.070
C 4.077 2.543 3.803 -0.093
C 4.936 3.841 3.621 -0.367
C 4.601 4.562 2.302 -0.040
O 4.664 4.745 4.682 -0.035
C 1.467 0.895 2.210 -0.159
C 2.401 0.010 1.404 -0.118
C 3.443 -0.655 2.371 -0.227
O 4.738 -0.649 1.798 -0.072
C 0.145 0.573 2.364 -0.357
S -0.563 -0.879 1.590 1.060
H -3.414 3.412 -1.425 0.066
H -3.367 4.826 -2.445 0.077
H -3.435 3.207 -3.183 0.060
H -5.610 4.798 -1.668 0.114
H -5.679 4.293 -3.358 0.108
H -7.163 2.938 -2.082 0.115
H -5.781 1.828 -2.400 0.064
H -5.001 3.106 -0.069 0.099
H -6.715 3.196 0.191 0.119
H -6.450 0.602 -0.336 0.120
H -5.617 -0.357 -1.828 0.093
H -4.419 -1.626 -1.744 0.128
H -3.233 0.979 -2.531 0.103
H -2.937 -0.700 -3.119 0.087
H -5.006 1.237 -4.250 0.106
H -3.737 0.296 -5.002 0.124
H -6.809 -0.013 -3.681 0.099
H -2.236 0.216 3.998 0.157
H -1.224 3.065 5.948 -0.101
H 1.156 4.060 5.097 0.095
H 1.945 6.034 3.509 0.098
H 0.256 5.637 3.927 0.081
H 1.526 4.440 1.409 0.070
H 0.750 6.016 1.456 0.083
H -0.207 4.615 1.886 0.071
H 3.483 2.608 4.712 0.125
H 4.777 1.701 3.908 0.120
H 5.999 3.574 3.553 0.137
H 4.855 3.970 1.419 0.085
H 3.549 4.856 2.257 0.054
H 5.179 5.496 2.268 0.094
H 4.377 5.573 4.288 0.075
H 1.858 -0.793 0.901 0.052
H 2.901 0.643 0.663 0.123
H 3.112 -1.671 2.605 0.120
H 3.431 -0.074 3.302 0.106
H 4.896 0.217 1.407 0.080
C 7.608 -8.100 0.217 0.056
N 6.579 -7.395 -0.587 -0.073
C 6.207 -6.155 -0.227 0.028
C 5.284 -5.454 -0.969 0.064
C 4.729 -6.027 -2.112 -0.125
C 5.120 -7.321 -2.444 0.058
C 6.043 -7.985 -1.667 0.030
C 3.773 -5.280 -2.966 -0.127
C 4.046 -5.056 -4.313 0.057
C 3.129 -4.398 -5.103 0.031
N 1.965 -3.970 -4.589 -0.066
C 1.684 -4.152 -3.290 0.021
C 2.569 -4.799 -2.460 0.064
C 0.961 -3.300 -5.452 0.060
H 7.261 -8.154 1.246 0.118
H 8.533 -7.532 0.149 0.119
H 7.757 -9.099 -0.177 0.107
H 6.671 -5.738 0.656 0.163
H 5.021 -4.451 -0.659 0.147
H 4.707 -7.825 -3.308 0.145
H 6.370 -8.988 -1.902 0.156
H 4.974 -5.387 -4.759 0.144
H 3.310 -4.212 -6.152 0.156
H 0.733 -3.777 -2.935 0.145
H 2.299 -4.943 -1.422 0.147
H 0.744 -2.322 -5.029 0.102
H 0.068 -3.921 -5.472 0.122
H 1.358 -3.192 -6.456 0.108
```

=====

Computed, not measured: a molecular structure, C42H52BN11OPbS5 at a distorted geometry, with the ωB97M-V functional and the def2-TZVPD basis.

Summary:
- Kohn-Sham gap (alpha / beta): 4.5 / 4.0 eV
- Charge: -2
- Multiplicity: 1
- LUMO energy (alpha / beta): 3.62 / 3.62 eV

```
113
Properties=species:S:1:pos:R:3:lowdin_charge:R:1
Pb 14.513 11.602 13.596 0.909
C 12.677 17.018 11.817 -0.080
C 13.473 16.618 13.032 -0.243
C 14.410 17.466 13.544 -0.028
C 15.006 17.155 14.761 -0.286
N 14.551 16.170 15.445 0.169
N 13.658 15.242 14.939 0.024
B 13.234 14.189 15.863 -0.651
N 11.768 13.814 15.909 -0.027
N 10.969 14.870 16.042 0.168
C 9.660 14.659 16.168 -0.230
C 9.097 13.390 15.910 -0.003
C 9.934 12.336 15.847 -0.287
C 9.408 10.947 15.714 -0.089
C 11.362 12.501 15.918 -0.729
S 12.418 11.257 16.136 0.632
C 8.796 15.841 16.484 -0.554
C 9.626 17.064 16.687 -0.064
C 7.923 15.522 17.675 -0.049
C 7.898 16.061 15.198 -0.026
N 14.090 13.987 17.056 0.030
N 13.527 14.838 18.034 0.216
C 14.175 14.894 19.162 -0.255
C 15.440 14.307 19.370 0.032
C 16.033 13.505 18.412 -0.237
C 17.353 12.883 18.629 -0.083
C 15.333 13.439 17.112 -0.616
S 16.099 12.898 15.703 0.601
C 13.590 15.856 20.159 -0.568
C 14.489 17.089 20.027 -0.055
C 12.106 16.208 19.867 -0.038
C 13.765 15.355 21.569 -0.072
C 13.182 15.344 13.642 -0.419
S 12.107 14.157 12.888 0.877
C 16.056 18.034 15.370 -0.528
C 16.931 17.228 16.299 -0.067
C 17.005 18.687 14.310 -0.060
C 15.357 19.162 16.147 -0.046
H 11.702 17.359 12.051 0.057
H 12.494 16.185 11.118 0.044
H 13.135 17.880 11.317 0.069
H 14.697 18.390 13.023 0.105
H 8.058 13.177 15.964 0.102
H 10.143 10.363 15.173 0.038
H 8.413 10.991 15.240 0.082
H 9.442 10.474 16.720 0.088
H 10.271 16.969 17.579 0.071
H 9.027 17.924 16.814 0.065
H 10.276 17.166 15.803 0.096
H 8.494 15.654 18.617 0.091
H 7.543 14.533 17.708 0.056
H 7.059 16.182 17.782 0.081
H 8.586 16.107 14.325 0.100
H 7.345 16.977 15.270 0.064
H 7.258 15.209 15.055 0.064
H 16.080 14.493 20.231 0.115
H 17.476 12.592 19.694 0.084
H 18.177 13.572 18.391 0.091
H 17.431 11.927 18.085 0.080
H 14.606 17.323 18.956 0.074
H 15.523 16.941 20.458 0.095
H 13.960 17.934 20.557 0.094
H 11.884 16.246 18.784 0.058
H 11.774 17.147 20.305 0.073
H 11.518 15.375 20.315 0.093
H 14.861 15.262 21.864 0.094
H 13.317 14.394 21.654 0.074
H 13.274 16.070 22.242 0.087
H 17.464 16.355 15.943 0.085
H 16.373 16.869 17.142 0.056
H 17.705 17.896 16.669 0.072
H 17.369 18.010 13.496 0.096
H 17.877 19.125 14.810 0.070
H 16.515 19.495 13.726 0.070
H 14.591 18.788 16.881 0.093
H 14.824 19.858 15.485 0.082
H 16.062 19.739 16.693 0.059
S 15.930 9.789 11.855 0.466
C 16.593 9.360 13.337 -1.311
S 15.682 9.270 14.794 0.440
C 17.920 8.954 13.385 -0.446
C 18.894 9.546 12.549 -0.219
N 19.698 10.189 11.985 0.151
C 18.472 8.319 14.520 -0.308
N 19.109 7.777 15.341 0.097
N 16.629 12.772 12.731 0.045
C 17.701 13.080 12.356 -0.251
N 18.876 13.160 11.790 -0.076
C 19.017 12.846 10.326 -0.099
C 20.435 12.444 10.096 -0.253
O 21.358 13.406 10.538 -0.123
C 21.372 13.237 11.936 -0.216
C 20.022 13.662 12.584 -0.112
H 18.701 13.753 9.805 0.120
H 18.298 12.002 10.039 0.154
H 20.566 12.335 9.012 0.128
H 20.611 11.490 10.648 0.072
H 22.103 13.945 12.415 0.130
H 21.502 12.176 12.259 0.114
H 20.050 14.784 12.768 0.127
H 19.949 13.259 13.590 0.119
N 12.640 14.033 11.293 -0.364
C 12.567 12.851 10.626 -0.414
C 12.162 11.552 11.094 -0.158
C 12.173 10.453 10.271 -0.149
C 12.538 10.571 8.930 -0.171
C 12.804 11.821 8.364 -0.151
C 12.833 12.951 9.170 -0.057
H 11.748 11.460 12.087 0.056
H 11.910 9.492 10.710 0.097
H 12.569 9.683 8.299 0.072
H 13.032 11.817 7.297 0.082
H 13.086 13.922 8.785 0.074
```